(1)
{
  "formula": "CH4N3O2",
  "method": "ωB97M-V with the def2-TZVPD basis set",
  "symbols": ["N", "C", "N", "N", "O", "O", "H", "H", "H", "H"],
  "positions_angstrom": [[0.82, -1.21, -0.02], [0.10, 0.05, -0.05], [0.67, 1.24, -0.06], [-1.46, -0.06, -0.06], [-1.86, -1.17, -0.18], [-2.02, 0.97, 0.07], [1.79, -1.17, -0.15], [0.16, -1.98, 0.27], [1.77, 1.28, -0.05], [0.05, 2.05, 0.23]],
  "nbo_charge": [-0.7351, 0.5920, -0.7113, 0.5275, -0.2725, -0.2720, 0.4356, 0.4770, 0.4725, 0.4863],
  "total_charge": 1,
  "smiles": "NC(=[NH2+])[N+](=O)[O-]",
  "e_homo_ev": -16.76,
  "e_lumo_ev": -6.31
}


(2)
{
  "formula": "CH4N3O2",
  "method": "ωB97M-V with the def2-TZVPD basis set",
  "symbols": ["C", "N", "N", "N", "O", "O", "H", "H", "H", "H"],
  "positions_angstrom": [[-0.19, 0.34, 1.27], [-0.04, -0.32, -2.07], [-1.20, 0.82, 0.78], [0.87, -0.04, 1.83], [0.79, -0.69, -1.26], [-1.22, -0.42, -2.00], [0.23, -0.19, -3.07], [-2.18, 0.88, 0.51], [1.48, -0.86, 1.47], [1.45, 0.47, 2.53]],
  "nbo_charge": [0.7905, 0.3942, -0.4930, -0.7969, -0.4003, -0.3371, 0.3559, 0.5057, 0.4955, 0.4854],
  "total_charge": 1,
  "e_homo_ev": -15.78,
  "e_lumo_ev": -4.82
}


(3)
{
  "formula": "CH4N3O3",
  "method": "ωB97M-V with the def2-TZVPD basis set",
  "symbols": ["C", "N", "N", "N", "O", "O", "O", "H", "H", "H", "H"],
  "positions_angstrom": [[2.19, 1.86, -0.58], [2.16, 0.67, -0.21], [3.19, -1.29, -0.07], [-0.17, 0.06, 1.44], [2.30, 2.96, -0.84], [2.36, -1.84, 0.40], [4.21, -1.05, -0.50], [-1.09, 0.10, 1.33], [1.35, 0.33, 0.34], [-0.09, -0.47, 2.38], [-0.05, 1.07, 1.63]],
  "nbo_charge": [0.9293, -0.9321, 0.8484, -1.0730, -0.3763, 0.0164, 0.0088, 0.3703, 0.4517, 0.3870, 0.3695],
  "total_charge": 1,
  "e_homo_ev": -15.28,
  "e_lumo_ev": -7.21
}


(4)
{
  "formula": "CH4N3P3",
  "method": "ωB97M-V with the def2-TZVPD basis set",
  "symbols": ["C", "P", "N", "P", "N", "P", "N", "H", "H", "H", "H"],
  "positions_angstrom": [[0.48, 0.02, -0.11], [-1.24, 0.16, -0.57], [-1.98, -1.29, -0.18], [-3.54, -1.55, 0.14], [-4.43, -0.12, -0.15], [-3.99, 1.35, 0.09], [-1.87, 1.48, 0.05], [1.29, 0.13, -0.93], [0.76, 0.55, 0.77], [0.77, -0.95, 0.18], [-1.22, -0.07, -2.07]],
  "nbo_charge": [-1.0227, 1.6897, -1.2944, 1.3277, -1.3779, 1.3134, -1.3190, 0.2589, 0.2610, 0.2624, -0.0992],
  "smiles": "C[P@H]1=NP=NP=N1",
  "e_homo_ev": -9.05,
  "e_lumo_ev": -1.44
}


(5)
{
  "formula": "CH4N4",
  "method": "ωB97M-V with the def2-TZVPD basis set",
  "symbols": ["H", "N", "N", "N", "H", "H", "C", "N", "H"],
  "positions_angstrom": [[-0.90, -1.35, -1.07], [-0.51, -0.36, -0.93], [-0.69, 0.03, 0.26], [-0.92, -0.73, 1.30], [-1.02, -0.29, 2.18], [-0.91, -1.72, 1.40], [1.58, 1.46, -1.08], [2.08, 0.71, -0.38], [1.30, 2.26, -1.69]],
  "nbo_charge": [0.2712, -0.4374, 0.0385, -0.6088, 0.3803, 0.3587, 0.1053, -0.3273, 0.2195],
  "smiles": "[H]/N=N\\N.C#N",
  "e_homo_ev": -9.26,
  "e_lumo_ev": 1.13
}


(6)
{
  "formula": "CH4N4",
  "method": "ωB97M-V with the def2-TZVPD basis set",
  "symbols": ["H", "N", "N", "N", "N", "C", "H", "H", "H"],
  "positions_angstrom": [[-1.21, -1.58, -0.31], [-2.07, -1.03, -0.08], [-1.84, 0.16, 0.04], [-0.62, 0.66, -0.13], [0.45, -0.23, -0.34], [1.58, 0.04, 0.13], [-0.50, 1.64, 0.11], [1.81, 0.93, 0.72], [2.40, -0.61, -0.13]],
  "nbo_charge": [0.3062, -0.3868, 0.0265, -0.3170, -0.2666, -0.0859, 0.3779, 0.1543, 0.1915],
  "smiles": "[H]/N=N\\NN=C",
  "e_homo_ev": -9.23,
  "e_lumo_ev": 0.70
}


(7)
{
  "formula": "CH4N4",
  "method": "ωB97M-V with the def2-TZVPD basis set",
  "symbols": ["C", "N", "N", "N", "N", "H", "H", "H", "H"],
  "positions_angstrom": [[0.28, 0.35, -0.23], [0.31, -0.65, -1.00], [-0.96, -0.72, 0.80], [-0.39, -1.59, -0.26], [0.57, 1.64, -0.12], [-0.56, -1.03, 1.68], [-1.12, -2.06, -0.79], [1.15, 2.03, -0.86], [0.71, 2.02, 0.80]],
  "nbo_charge": [0.5620, -0.3589, -0.5425, -0.3251, -0.8418, 0.3327, 0.3490, 0.4116, 0.4131],
  "e_homo_ev": -8.21,
  "e_lumo_ev": 0.72
}


(8)
{
  "formula": "CH4N4",
  "method": "ωB97M-V with the def2-TZVPD basis set",
  "symbols": ["C", "N", "N", "N", "N", "H", "H", "H", "H"],
  "positions_angstrom": [[1.43, 0.11, -0.01], [2.47, 0.49, 0.17], [-0.99, 1.17, 0.04], [-0.20, -1.46, 0.20], [0.35, -0.45, -0.45], [-0.35, 1.93, 0.06], [-1.34, 1.41, -0.93], [-0.91, -2.03, -0.30], [-0.46, -1.18, 1.22]],
  "nbo_charge": [0.3416, -0.3254, -0.6280, -0.5216, -0.2397, 0.2964, 0.3050, 0.3892, 0.3825],
  "e_homo_ev": [-8.35, -10.17],
  "e_lumo_ev": [0.74, -2.12],
  "spin_multiplicity": 3
}


(9)
{
  "formula": "CH4N4",
  "method": "ωB97M-V with the def2-TZVPD basis set",
  "symbols": ["C", "N", "N", "N", "N", "H", "H", "H", "H"],
  "positions_angstrom": [[-2.36, -0.43, -1.49], [-3.38, -0.86, -1.82], [0.64, -0.20, -0.54], [0.49, 0.39, 0.51], [1.30, 0.53, 1.44], [-1.52, -0.07, -0.98], [1.61, -0.68, -0.71], [2.20, 0.13, 1.45], [1.02, 1.19, 2.13]],
  "nbo_charge": [0.0773, -0.3256, -0.4995, 0.0414, -0.6653, 0.2328, 0.3737, 0.3754, 0.3899],
  "e_homo_ev": [-5.99, -9.96],
  "e_lumo_ev": [0.89, -2.34],
  "spin_multiplicity": 3
}


(10)
{
  "formula": "CH4N4O",
  "method": "ωB97M-V with the def2-TZVPD basis set",
  "symbols": ["C", "N", "N", "N", "N", "O", "H", "H", "H", "H"],
  "positions_angstrom": [[0.31, -0.22, 0.40], [-2.32, 0.35, 2.21], [-1.35, -0.51, 2.27], [-1.87, 0.85, 1.03], [-0.78, 0.01, 1.14], [0.73, 0.83, -0.33], [1.01, -0.93, 0.83], [-0.09, -1.65, -1.22], [-1.93, 1.76, 0.61], [1.46, 0.57, -0.90]],
  "nbo_charge": [0.3444, -0.0564, -0.0757, -0.2704, -0.1335, -0.6812, 0.2196, -0.2699, 0.4137, 0.5095],
  "e_homo_ev": [-7.63, -8.74],
  "e_lumo_ev": [-0.36, 0.00]
}